Record 1
15
Properties=species:S:1:pos:R:3:forces:R:3 method="wB97M-V/def2-TZVPD" spin_multiplicity=1 homo_ha=-0.256 e_lumo_ev=0.2 homo_lumo_gap_ha=0.263 de_lowest_kcal_mol=129.8
C -0.5422 -1.2029 -1.1010 -2.697 -2.684 -0.379
N 0.1536 -1.0566 1.8557 1.073 2.009 1.236
C 0.6793 -0.1302 0.7963 -0.066 -5.420 0.822
C 0.5980 -0.5934 -0.5253 2.268 1.019 1.259
C 0.4144 2.1892 -0.4408 -1.540 -2.968 2.627
C 0.0374 1.0381 0.3496 0.041 5.787 -1.968
H -1.2618 -1.8015 -0.4312 1.263 1.058 -0.693
H -0.3415 -1.8294 -1.9675 0.054 0.045 -0.139
H -1.0678 -0.3031 -1.4587 -0.320 -0.335 -0.187
H 0.4769 -0.6248 2.7674 -0.886 -0.925 -1.455
H -0.7697 -1.5127 1.9933 0.683 0.902 -0.781
H 1.4026 -0.3032 -1.2180 -0.779 0.685 0.176
H 1.3234 2.1031 -0.9834 0.736 0.371 -0.179
H -0.0967 3.1423 -0.3313 -0.245 -0.520 -0.409
H -1.0059 0.8853 0.6949 0.415 0.975 0.070

Record 2
15
Properties=species:S:1:pos:R:3:forces:R:3 method="wB97M-V/def2-TZVPD" spin_multiplicity=1 homo_ha=-0.330 e_lumo_ev=1.1 homo_lumo_gap_ha=0.369 de_lowest_kcal_mol=134.2
C -1.6537 0.9970 -0.0424 0.129 0.140 0.205
C -1.8069 -0.5101 -0.1056 0.168 -0.096 0.351
C -0.4805 0.1112 0.2618 0.458 0.151 1.212
N 0.6495 0.0066 -0.5171 -0.217 0.163 -0.706
C 1.6758 -1.0159 -0.4264 -0.157 -0.128 0.204
C 1.8715 0.4269 -0.0513 -0.302 0.362 1.467
H -1.7048 1.5513 -0.9811 0.240 -0.204 0.259
H -2.0941 1.5154 0.8039 0.011 -0.089 -0.114
H -2.3606 -1.0127 0.6802 0.003 0.151 -0.037
H -1.9626 -0.9513 -1.0967 0.425 0.142 0.421
H 0.3659 0.3221 1.6169 -1.945 -0.598 -1.665
H 1.6863 -1.7009 0.4239 -0.271 0.089 -0.084
H 1.8845 -1.4890 -1.3917 0.341 0.362 0.362
H 2.4736 1.2054 -0.5419 -0.238 -0.415 0.506
H 1.4560 0.5439 1.3676 1.353 -0.029 -2.381

Record 3
15
Properties=species:S:1:pos:R:3:forces:R:3 method="wB97M-V/def2-TZVPD" spin_multiplicity=1 homo_ha=-0.341 e_lumo_ev=1.1 homo_lumo_gap_ha=0.381 de_lowest_kcal_mol=64.8 smiles="C=CN=C.C=C"
C 1.8062 0.8767 0.2390 0.892 0.009 0.066
C 2.4727 -0.0947 -0.3785 -0.778 -0.751 -0.620
N 1.8821 -0.8695 -1.4708 -0.477 -0.448 1.432
C 0.9524 -1.7071 -1.1635 1.019 1.276 -0.145
H 0.8331 1.2080 -0.0101 -0.919 -0.190 -0.559
H 2.2495 1.5103 0.9850 0.512 -0.123 0.266
H 3.5095 -0.3549 -0.1234 -0.488 0.149 -0.282
H 0.4446 -2.2398 -1.9769 0.226 0.078 0.339
H 0.6326 -1.8659 -0.1148 0.063 0.017 -0.515
C -1.8967 0.9258 0.5996 -0.829 -0.284 -0.202
C -3.0505 0.2301 0.6980 0.533 1.583 -0.422
H -1.0872 0.6829 1.2863 0.102 -0.185 -0.477
H -1.7013 1.7390 -0.1329 -0.488 -0.441 0.829
H -3.0498 -0.6499 1.3290 -0.428 0.165 0.170
H -3.9972 0.6090 0.2339 1.059 -0.855 0.120

Record 4
15
Properties=species:S:1:pos:R:3:forces:R:3 method="wB97M-V/def2-TZVPD" spin_multiplicity=1 homo_ha=-0.423 e_lumo_ev=0.9 homo_lumo_gap_ha=0.455 de_lowest_kcal_mol=1.9 smiles=CC(C)CC#N
C 0.1207 -0.9625 -1.1845 -0.010 -0.003 -0.055
C 0.1714 -0.5137 0.2759 -0.026 -0.063 -0.003
C 1.3692 0.4058 0.5609 0.069 0.043 0.016
C -1.1584 0.1531 0.6909 -0.049 -0.008 0.031
C -1.4094 1.3917 -0.0593 -0.121 0.798 -0.527
N -1.5764 2.3601 -0.6699 0.149 -0.932 0.601
H -0.7221 -1.6412 -1.3622 0.114 0.119 0.013
H 1.0412 -1.4923 -1.4520 -0.138 0.090 0.040
H 0.0167 -0.1039 -1.8581 0.015 -0.100 0.096
H 0.2562 -1.4113 0.9009 0.006 0.107 -0.086
H 2.1728 0.2524 -0.1651 -0.100 -0.065 0.088
H 1.7897 0.2250 1.5541 -0.107 0.069 -0.060
H 1.0864 1.4617 0.5016 0.037 -0.109 -0.040
H -1.1550 0.3977 1.7604 0.004 -0.034 -0.184
H -2.0029 -0.5226 0.5062 0.157 0.089 0.071